{"formula": "C44H39ClLuN3OP2S", "method": "wB97M-V/def2-TZVPD", "de_lowest_kcal_mol": 0.0, "e_lumo_ev": -5.86, "total_charge": 2, "homo_energy_ev": -12.49, "species": ["Lu", "Cl", "C", "C", "C", "C", "O", "C", "C", "N", "C", "C", "C", "C", "C", "C", "C", "C", "N", "C", "C", "H", "H", "H", "H", "H", "H", "H", "H", "H", "H", "C", "S", "C", "C", "C", "N", "P", "C", "C", "C", "C", "C", "C", "C", "C", "C", "C", "C", "C", "P", "C", "C", "C", "C", "C", "C", "C", "C", "C", "C", "C", "C", "H", "H", "H", "H", "H", "H", "H", "H", "H", "H", "H", "H", "H", "H", "H", "H", "H", "H", "H", "H", "H", "H", "H", "H", "H", "H", "H", "H", "H"], "xyz": [[0.107, -0.047, -0.295], [-6.440, -2.759, 0.215], [-4.919, -2.135, -0.311], [-4.200, -2.810, -1.305], [-2.978, -2.333, -1.720], [-2.424, -1.187, -1.139], [-1.227, -0.776, -1.572], [-3.156, -0.482, -0.147], [-2.791, 0.831, 0.320], [-1.596, 1.324, 0.268], [-1.352, 2.726, 0.384], [-2.198, 3.637, 0.957], [-1.879, 5.011, 0.941], [-0.732, 5.451, 0.345], [0.163, 4.528, -0.246], [1.368, 4.924, -0.870], [2.197, 3.980, -1.404], [1.831, 2.630, -1.301], [0.712, 2.211, -0.741], [-0.142, 3.155, -0.218], [-4.424, -0.976, 0.225], [-4.621, -3.701, -1.751], [-2.422, -2.831, -2.502], [-3.621, 1.452, 0.656], [-3.115, 3.322, 1.436], [-2.560, 5.713, 1.402], [-0.489, 6.505, 0.318], [1.618, 5.977, -0.915], [3.124, 4.244, -1.892], [2.490, 1.866, -1.699], [-5.015, -0.433, 0.953], [4.012, -5.432, 5.442], [3.593, -5.152, 3.716], [4.725, -3.784, 3.351], [4.272, -3.003, 2.117], [2.942, -2.304, 2.346], [2.321, -1.760, 1.119], [2.833, -0.394, 0.223], [3.997, -0.862, -1.073], [5.263, -1.426, -0.873], [6.031, -1.828, -1.951], [5.548, -1.685, -3.248], [4.291, -1.143, -3.465], [3.525, -0.740, -2.380], [3.646, 0.672, 1.428], [2.856, 1.169, 2.468], [3.385, 2.025, 3.417], [4.718, 2.412, 3.327], [5.504, 1.949, 2.284], [4.973, 1.085, 1.335], [1.111, -2.567, 0.269], [-0.306, -2.509, 1.403], [-0.355, -1.519, 2.391], [-1.497, -1.358, 3.176], [-2.580, -2.197, 2.995], [-2.536, -3.192, 2.018], [-1.422, -3.338, 1.214], [1.604, -4.258, -0.008], [2.306, -4.526, -1.185], [2.816, -5.794, -1.406], [2.619, -6.792, -0.460], [1.920, -6.529, 0.710], [1.408, -5.262, 0.940], [3.428, -6.282, 5.787], [3.769, -4.567, 6.057], [5.067, -5.679, 5.556], [5.730, -4.172, 3.179], [4.781, -3.124, 4.220], [4.211, -3.669, 1.252], [5.038, -2.257, 1.889], [3.055, -1.502, 3.080], [2.226, -3.012, 2.769], [5.652, -1.571, 0.125], [7.008, -2.259, -1.783], [6.153, -2.002, -4.087], [3.904, -1.036, -4.469], [2.537, -0.331, -2.576], [1.810, 0.886, 2.555], [2.764, 2.395, 4.221], [5.137, 3.081, 4.066], [6.537, 2.261, 2.204], [5.597, 0.759, 0.515], [0.529, -0.927, 2.608], [-1.515, -0.601, 3.951], [-3.460, -2.095, 3.617], [-3.382, -3.853, 1.886], [-1.408, -4.102, 0.447], [2.459, -3.744, -1.922], [3.362, -6.008, -2.315], [3.013, -7.784, -0.635], [1.784, -7.308, 1.448], [0.885, -5.055, 1.865]], "forces_ev_per_a": [[0.4, 0.4, 0.3], [0.0, 0.0, 0.0], [0.0, 0.0, 0.0], [0.1, 0.0, 0.0], [-0.2, -0.1, 0.1], [0.3, 0.1, -0.2], [-0.7, -0.2, -0.3], [-0.1, -0.1, -0.2], [-0.1, 0.0, -0.1], [-0.2, 0.1, 0.1], [-0.2, -0.3, 0.0], [0.1, 0.1, 0.0], [0.0, -0.1, 0.0], [0.0, 0.0, 0.0], [0.0, 0.1, 0.0], [-0.1, 0.0, 0.0], [0.0, -0.1, 0.0], [0.0, 0.0, -0.1], [-0.1, 0.0, 0.1], [0.1, 0.0, 0.1], [0.0, 0.0, 0.1], [0.0, 0.0, 0.0], [0.0, 0.0, 0.0], [0.0, 0.0, 0.0], [0.0, 0.0, 0.0], [0.0, 0.0, 0.0], [0.0, 0.0, 0.0], [0.0, 0.0, 0.0], [0.0, 0.0, 0.0], [0.0, 0.0, 0.0], [0.0, 0.0, 0.0], [0.1, -0.1, 0.1], [0.0, 0.0, 0.0], [0.1, 0.1, -0.1], [0.1, 0.0, 0.0], [-0.2, -0.1, 0.0], [0.5, 0.2, 0.3], [0.2, 0.0, -0.2], [0.2, -0.2, 0.0], [0.0, 0.0, 0.1], [0.0, 0.0, -0.1], [0.0, 0.0, 0.0], [0.0, 0.0, 0.0], [-0.1, 0.1, -0.1], [0.1, 0.0, 0.0], [-0.1, 0.0, 0.1], [0.0, 0.0, 0.0], [0.0, 0.0, 0.0], [0.0, 0.0, 0.0], [0.0, 0.0, -0.1], [-0.1, 0.0, -0.2], [0.0, -0.3, 0.2], [-0.1, 0.2, -0.1], [0.0, 0.0, 0.0], [0.0, -0.1, -0.1], [0.0, 0.1, 0.0], [0.0, 0.1, 0.0], [0.0, -0.1, 0.0], [0.0, 0.0, 0.0], [0.0, 0.0, 0.0], [0.0, 0.0, 0.0], [0.0, 0.0, 0.0], [0.0, 0.0, 0.0], [0.0, 0.0, 0.0], [0.0, 0.0, 0.0], [0.0, 0.0, 0.0], [0.0, 0.0, 0.0], [-0.1, 0.0, 0.0], [-0.1, 0.0, 0.0], [0.0, 0.0, 0.1], [0.0, 0.0, 0.0], [0.0, 0.0, 0.0], [0.0, 0.1, 0.0], [0.0, 0.0, 0.0], [0.0, 0.0, 0.0], [0.0, 0.0, 0.0], [0.0, 0.0, 0.1], [0.0, 0.0, 0.0], [0.0, 0.0, 0.0], [0.0, 0.0, 0.0], [0.0, 0.0, 0.0], [0.0, -0.1, 0.0], [0.0, 0.0, 0.0], [0.0, 0.0, 0.0], [0.0, 0.0, 0.0], [0.0, 0.0, 0.0], [0.0, 0.0, 0.0], [0.0, 0.0, 0.0], [0.0, 0.0, 0.0], [0.0, 0.0, 0.0], [0.0, 0.0, 0.0], [0.0, 0.0, 0.0]]}

{"formula": "C44H39N6O4STc", "method": "wB97M-V/def2-TZVPD", "de_lowest_kcal_mol": 38.0, "e_lumo_ev": [-8.30, -9.03], "total_charge": 3, "multiplicity": 4, "homo_energy_ev": [-14.61, -15.26], "species": ["Tc", "C", "C", "N", "C", "C", "C", "C", "C", "C", "C", "C", "C", "N", "C", "H", "H", "H", "H", "H", "H", "H", "H", "C", "O", "C", "C", "C", "C", "C", "C", "N", "N", "C", "C", "C", "C", "O", "C", "N", "C", "C", "C", "C", "H", "H", "H", "H", "H", "H", "H", "H", "H", "H", "H", "H", "C", "N", "C", "C", "C", "O", "H", "H", "H", "H", "H", "H", "H", "H", "H", "O", "S", "C", "C", "C", "C", "C", "C", "C", "C", "C", "C", "C", "C", "H", "H", "H", "H", "H", "H", "H", "H", "H", "H"], "xyz": [[0.226, -0.603, 0.948], [0.067, 0.084, 5.248], [0.411, 0.155, 3.897], [-0.141, -0.638, 2.987], [-1.037, -1.572, 3.406], [-1.457, -1.696, 4.734], [-0.878, -0.820, 5.673], [-2.432, -2.700, 5.042], [-2.924, -3.521, 4.084], [-2.487, -3.420, 2.723], [-2.958, -4.219, 1.665], [-2.483, -3.993, 0.393], [-1.526, -3.003, 0.171], [-1.040, -2.246, 1.152], [-1.537, -2.443, 2.404], [0.552, 0.749, 5.949], [1.138, 0.874, 3.539], [-1.169, -0.867, 6.714], [-2.772, -2.793, 6.066], [-3.661, -4.275, 4.328], [-3.693, -4.991, 1.857], [-2.836, -4.580, -0.443], [-1.128, -2.819, -0.817], [-7.363, 3.274, -6.595], [-6.076, 2.888, -6.090], [-5.599, 3.426, -4.999], [-4.298, 2.996, -4.624], [-3.694, 3.508, -3.521], [-4.374, 4.480, -2.733], [-5.658, 4.920, -3.121], [-6.272, 4.388, -4.220], [-3.807, 5.082, -1.668], [-2.744, 4.937, -1.115], [-1.876, 3.974, -0.731], [-0.510, 4.294, -0.736], [0.457, 3.378, -0.369], [0.082, 2.105, 0.048], [0.925, 1.175, 0.421], [-1.306, 1.772, 0.116], [-1.574, 0.517, 0.579], [-2.846, 0.192, 0.760], [-3.898, 1.076, 0.512], [-3.639, 2.333, 0.022], [-2.306, 2.700, -0.225], [-7.469, 2.761, -7.544], [-7.418, 4.351, -6.757], [-8.154, 2.959, -5.914], [-3.804, 2.271, -5.258], [-2.688, 3.211, -3.252], [-6.144, 5.691, -2.535], [-7.260, 4.724, -4.499], [-0.227, 5.284, -1.071], [1.507, 3.637, -0.394], [-3.058, -0.802, 1.129], [-4.912, 0.766, 0.721], [-4.451, 3.032, -0.137], [2.870, -5.488, -0.137], [2.034, -4.317, 0.133], [1.550, -4.210, 1.502], [1.780, -3.400, -0.799], [2.432, -3.580, -2.144], [1.043, -2.400, -0.624], [2.639, -6.254, 0.598], [3.932, -5.246, -0.060], [2.677, -5.900, -1.123], [2.351, -4.495, 2.183], [0.696, -4.871, 1.671], [1.265, -3.189, 1.720], [2.056, -4.472, -2.646], [3.514, -3.679, -2.046], [2.203, -2.716, -2.760], [2.346, -0.860, 1.275], [3.240, -0.723, 0.020], [4.899, -1.056, 0.628], [5.938, -0.851, -0.274], [7.243, -0.981, 0.166], [7.494, -1.332, 1.489], [6.446, -1.573, 2.363], [5.130, -1.440, 1.935], [3.601, 1.023, -0.276], [3.569, 1.440, -1.597], [4.014, 2.719, -1.910], [4.459, 3.559, -0.900], [4.470, 3.128, 0.424], [4.053, 1.847, 0.743], [5.730, -0.576, -1.301], [8.059, -0.796, -0.519], [8.514, -1.424, 1.837], [6.647, -1.860, 3.386], [4.299, -1.611, 2.607], [3.223, 0.763, -2.370], [4.040, 3.052, -2.939], [4.817, 4.551, -1.142], [4.843, 3.780, 1.203], [4.100, 1.477, 1.760]], "forces_ev_per_a": [[0.9, -0.3, -0.3], [-0.1, 0.0, 0.2], [0.1, 0.1, -0.1], [0.2, 0.2, 0.0], [-0.1, 0.0, 0.2], [0.1, 0.1, -0.3], [0.1, 0.0, -0.1], [-0.1, -0.2, 0.0], [0.0, 0.0, 0.1], [0.2, 0.2, -0.1], [0.1, 0.1, -0.1], [-0.1, -0.1, 0.2], [0.1, 0.1, -0.1], [-0.6, -0.7, 0.1], [0.0, -0.1, 0.0], [0.0, 0.0, 0.0], [0.0, 0.0, 0.0], [0.0, 0.0, 0.0], [0.0, 0.0, 0.0], [0.0, 0.0, 0.0], [0.0, 0.0, 0.0], [0.0, 0.0, 0.0], [0.0, 0.0, 0.0], [-0.3, 0.1, -0.1], [0.1, -0.1, -0.1], [0.1, 0.2, 0.3], [0.1, -0.1, -0.1], [0.0, 0.2, 0.1], [0.1, -0.4, -0.5], [0.1, 0.0, 0.2], [-0.2, 0.0, -0.1], [0.0, 0.3, 0.5], [-0.3, 0.3, -0.3], [0.6, -0.3, 0.1], [-0.4, 0.1, -0.1], [0.2, -0.4, 0.2], [-0.2, 0.3, -0.1], [0.1, 0.0, -0.2], [0.0, 0.3, -0.1], [-0.5, 0.0, 0.0], [0.2, -0.1, 0.0], [-0.1, 0.3, -0.1], [0.0, -0.2, 0.0], [0.1, 0.0, 0.0], [0.0, 0.0, 0.0], [0.1, 0.0, 0.0], [0.1, 0.0, 0.0], [0.0, 0.0, 0.0], [0.0, 0.0, 0.0], [0.0, 0.0, 0.0], [0.0, 0.0, 0.0], [0.0, 0.0, 0.0], [0.1, 0.0, 0.0], [0.0, 0.0, 0.0], [0.0, 0.0, 0.0], [0.0, 0.0, -0.1], [0.1, -0.1, -0.1], [0.0, 0.1, 0.1], [0.0, 0.0, 0.0], [0.1, 0.1, -0.3], [0.0, 0.0, 0.0], [-0.3, 0.2, 0.3], [0.0, 0.0, 0.0], [0.0, 0.0, 0.0], [0.0, 0.0, 0.0], [0.0, 0.0, 0.0], [0.0, 0.0, 0.0], [0.0, 0.1, 0.0], [0.0, 0.0, 0.0], [0.0, -0.1, 0.0], [0.0, 0.0, 0.0], [-0.5, 0.0, 0.4], [1.0, 0.8, 0.0], [-0.1, -0.3, 0.0], [-0.1, -0.1, -0.1], [-0.1, 0.0, 0.0], [0.0, 0.0, 0.0], [0.0, 0.0, 0.0], [-0.2, 0.0, 0.0], [-0.1, -0.2, -0.1], [-0.1, -0.2, 0.0], [0.1, 0.1, 0.0], [0.0, 0.0, -0.1], [0.0, -0.1, 0.1], [0.0, 0.0, 0.0], [0.0, 0.1, 0.0], [0.0, 0.0, 0.0], [0.0, 0.0, 0.0], [0.0, 0.0, 0.0], [0.0, 0.0, 0.0], [0.0, 0.0, 0.0], [-0.1, 0.0, 0.0], [0.0, 0.0, 0.0], [0.0, 0.0, 0.0], [0.0, 0.0, 0.0]]}

{"formula": "C44H40BFNO13", "method": "wB97M-V/def2-TZVPD", "e_lumo_ev": -3.67, "total_charge": 1, "homo_energy_ev": -11.74, "species": ["C", "C", "B", "O", "C", "C", "C", "F", "C", "C", "C", "N", "H", "H", "H", "H", "H", "H", "H", "H", "H", "H", "H", "H", "H", "H", "H", "H", "C", "C", "C", "O", "C", "C", "C", "O", "H", "H", "H", "H", "C", "C", "C", "O", "C", "C", "C", "O", "H", "H", "H", "H", "C", "C", "C", "O", "C", "C", "C", "O", "H", "H", "H", "H", "C", "C", "C", "O", "C", "C", "C", "O", "H", "H", "H", "H", "C", "C", "C", "O", "C", "C", "C", "O", "H", "H", "H", "H", "C", "C", "C", "O", "C", "C", "C", "O", "H", "H", "H", "H"], "xyz": [[5.024, 0.514, 2.944], [3.527, 0.378, 3.296], [2.681, 0.252, 1.993], [2.676, 1.195, 1.006], [1.721, -1.007, 1.667], [2.506, -2.298, 1.416], [3.618, -2.187, 0.390], [3.049, -2.650, 2.652], [0.596, -1.131, 2.700], [-0.366, -0.013, 2.270], [-0.209, -0.092, 0.790], [0.877, -0.681, 0.470], [5.663, 0.268, 3.793], [5.334, -0.132, 2.120], [5.278, 1.536, 2.649], [3.366, -0.460, 3.978], [3.197, 1.283, 3.826], [3.292, 1.929, 1.153], [1.794, -3.097, 1.167], [4.555, -1.972, 0.911], [3.752, -3.119, -0.158], [3.442, -1.386, -0.335], [0.062, -2.070, 2.498], [0.919, -1.143, 3.735], [-0.041, 0.992, 2.585], [-1.405, -0.179, 2.560], [-0.893, 0.266, 0.029], [1.175, -0.816, -0.491], [9.346, -2.866, -1.490], [8.902, -2.535, -0.281], [7.715, -1.662, -0.119], [7.306, -1.353, 0.984], [7.049, -1.173, -1.349], [7.484, -1.497, -2.564], [8.672, -2.382, -2.724], [9.067, -2.714, -3.819], [10.209, -3.502, -1.643], [9.371, -2.874, 0.634], [6.189, -0.531, -1.195], [7.004, -1.164, -3.475], [-3.683, -2.210, 4.278], [-4.473, -2.471, 5.315], [-5.804, -1.820, 5.437], [-6.529, -2.045, 6.379], [-6.201, -0.866, 4.367], [-5.409, -0.601, 3.330], [-4.090, -1.258, 3.218], [-3.343, -1.028, 2.276], [-2.698, -2.642, 4.167], [-4.193, -3.138, 6.120], [-7.174, -0.404, 4.487], [-5.698, 0.090, 2.551], [5.280, -3.595, -8.379], [5.445, -2.551, -7.573], [6.098, -2.698, -6.249], [6.235, -1.744, -5.509], [6.582, -4.045, -5.862], [6.419, -5.091, -6.667], [5.749, -4.951, -7.988], [5.593, -5.905, -8.717], [4.806, -3.521, -9.349], [5.117, -1.552, -7.831], [7.083, -4.114, -4.905], [6.764, -6.086, -6.416], [-7.385, 3.350, -0.051], [-7.933, 3.876, -1.141], [-8.417, 3.018, -2.250], [-8.891, 3.498, -3.258], [-8.282, 1.546, -2.093], [-7.744, 1.020, -0.997], [-7.258, 1.884, 0.109], [-6.784, 1.398, 1.117], [-7.011, 3.953, 0.766], [-8.041, 4.943, -1.286], [-8.649, 0.946, -2.916], [-7.639, -0.047, -0.848], [-2.659, 1.811, 5.078], [-2.828, 3.074, 5.460], [-2.073, 3.636, 6.614], [-2.218, 4.787, 6.952], [-1.137, 2.729, 7.330], [-0.971, 1.465, 6.947], [-1.710, 0.915, 5.787], [-1.545, -0.234, 5.420], [-3.204, 1.373, 4.250], [-3.514, 3.752, 4.968], [-0.611, 3.161, 8.172], [-0.299, 0.782, 7.451], [-6.163, 4.408, -4.743], [-6.024, 4.214, -6.052], [-4.733, 3.765, -6.633], [-4.600, 3.583, -7.822], [-3.599, 3.546, -5.695], [-3.740, 3.736, -4.387], [-5.034, 4.176, -3.808], [-5.158, 4.339, -2.610], [-7.097, 4.727, -4.299], [-6.832, 4.369, -6.756], [-2.669, 3.228, -6.149], [-2.932, 3.590, -3.680]], "forces_ev_per_a": [[0.2, 0.1, 0.0], [0.0, 0.0, 0.0], [0.0, 0.0, -0.2], [0.2, 0.1, 0.1], [0.1, 0.2, -0.1], [-0.3, -0.3, 0.2], [0.1, 0.0, 0.0], [0.0, 0.0, -0.1], [-0.2, -0.4, -0.2], [-0.1, 0.0, -0.1], [-0.2, 0.0, 0.0], [0.1, 0.0, 0.1], [-0.1, 0.0, 0.0], [0.0, 0.0, 0.1], [-0.1, 0.0, 0.0], [0.0, 0.0, -0.1], [0.0, -0.1, 0.0], [-0.2, -0.2, 0.0], [0.1, 0.1, 0.0], [-0.1, 0.1, -0.1], [0.0, 0.0, 0.1], [0.0, -0.1, 0.1], [0.2, 0.0, 0.2], [0.0, 0.3, 0.0], [-0.1, -0.1, 0.0], [0.1, 0.1, 0.1], [0.0, 0.0, 0.1], [0.1, 0.1, 0.1], [0.0, 0.0, 0.0], [0.0, 0.0, 0.0], [0.1, 0.0, 0.0], [-0.1, 0.0, -0.1], [-0.1, 0.0, 0.0], [0.1, 0.0, 0.1], [0.0, 0.0, 0.0], [0.0, 0.0, 0.0], [0.0, 0.0, 0.0], [0.0, 0.0, 0.0], [0.0, 0.0, 0.0], [0.1, 0.0, 0.0], [0.0, 0.1, 0.1], [0.0, 0.0, 0.0], [0.1, 0.0, 0.0], [0.0, 0.0, 0.0], [0.0, 0.0, 0.0], [0.0, 0.0, 0.2], [0.1, -0.1, -0.2], [-0.1, 0.1, 0.2], [0.0, 0.0, 0.0], [0.0, 0.0, 0.0], [0.0, 0.0, 0.0], [0.0, 0.0, -0.1], [0.0, 0.0, 0.0], [0.0, 0.0, 0.0], [0.1, 0.0, -0.1], [-0.2, 0.0, 0.0], [0.0, 0.0, 0.0], [0.0, 0.0, 0.0], [0.0, 0.0, 0.0], [0.0, 0.0, 0.0], [0.0, 0.0, 0.0], [0.0, 0.0, 0.0], [0.0, 0.0, 0.0], [0.0, 0.0, 0.0], [0.0, 0.0, 0.0], [0.0, 0.0, 0.0], [0.0, 0.0, 0.0], [0.0, 0.0, 0.0], [0.0, 0.0, 0.0], [0.0, 0.0, 0.0], [-0.1, 0.0, 0.0], [0.0, 0.0, 0.0], [0.0, 0.0, 0.0], [0.0, 0.0, 0.0], [0.0, 0.0, 0.0], [0.0, 0.0, 0.0], [0.0, 0.0, 0.0], [0.0, 0.0, 0.0], [0.0, 0.0, 0.0], [0.0, 0.0, 0.0], [0.0, 0.0, 0.0], [0.0, 0.0, 0.0], [-0.1, -0.1, 0.0], [0.1, 0.1, -0.1], [0.0, 0.0, 0.0], [0.0, 0.0, 0.0], [0.0, 0.0, 0.0], [0.0, 0.0, 0.0], [0.0, 0.0, 0.0], [0.0, 0.0, 0.0], [0.0, 0.0, 0.0], [0.0, 0.0, 0.0], [0.0, 0.0, 0.0], [0.0, 0.0, 0.0], [0.0, 0.0, 0.0], [0.0, -0.1, -0.1], [0.0, 0.0, 0.0], [0.0, 0.0, 0.0], [0.0, 0.0, 0.0], [0.0, 0.0, 0.0]]}

| no. | total energy (eV) | largest force on an atom (eV/A) |
| --- | --- | --- |
| 1 | -128326.307 | 0.75 |
| 2 | -76401.969 | 1.25 |
| 3 | -77767.053 | 0.51 |